[1]
Formula: C4H3NO2
Source: OMol25
Level of theory: ωB97M-V/def2-TZVPD

```
10
Properties=species:S:1:pos:R:3:forces:R:3:lowdin_charge:R:1
N 2.247783 -0.215003 0.240636 -0.911 -0.246 -0.557 0.24
C 1.050795 -0.216936 0.119733 0.478 0.546 -0.144 -0.10
C -0.130414 -1.050295 0.125490 -0.249 0.400 -0.281 -0.02
C -1.192900 -0.335088 -0.257648 0.041 -0.537 -0.060 0.05
C -0.973078 1.120462 -0.042336 -0.199 -0.249 0.614 -0.65
O -1.837574 1.599350 0.669350 0.086 0.887 -0.593 0.09
O 0.201810 1.525395 -0.384232 0.562 -1.250 0.568 0.02
H 2.890880 0.383750 -0.253654 0.069 0.380 0.374 0.11
H -0.089949 -2.120449 0.320023 0.305 0.337 -0.190 0.13
H -2.167352 -0.691185 -0.537366 -0.182 -0.267 0.269 0.13
```
Positions in Å, forces in eV/Å.

Summary:
Largest force on an atom   1.5 eV/Å
Molar mass   97.073 g/mol
Total energy   -359.370199 Ha
Energy relative to the best compared isomer or geometry (same formula, charge and spin)   2.7254 eV
HOMO-LUMO gap   0.3437 hartree

---

[2]
Formula: C4H3NO2
Source: OMol25
Level of theory: ωB97M-V/def2-TZVPD

```
10
Properties=species:S:1:pos:R:3:forces:R:3:lowdin_charge:R:1
O 1.864741 0.793832 -1.049377 0.277 -0.073 0.355 0.07
C 1.779993 -0.091939 -0.246799 0.740 0.986 0.365 -0.25
C 0.627583 -0.078755 0.821629 -0.008 -0.628 -0.819 -0.21
N 0.090324 -0.947856 -0.003032 -0.607 -0.489 -0.060 0.09
C -1.139497 -0.467489 -0.341644 -0.477 -0.037 0.211 -0.08
C -1.390050 0.603973 0.445476 0.060 0.004 -0.147 -0.05
O -0.271712 0.891474 1.168086 0.455 -0.052 -0.419 0.07
H 2.381599 -1.016261 -0.236756 -0.136 0.349 0.226 0.13
H -1.670050 -0.883772 -1.177364 -0.458 -0.131 0.258 0.11
H -2.272935 1.196794 0.619782 0.153 0.071 0.030 0.13
```
Positions in Å, forces in eV/Å.

Summary:
Largest force on an atom   1.3 eV/Å
Molar mass   97.073 g/mol
Total energy   -359.357132 Ha
Energy relative to the best compared isomer or geometry (same formula, charge and spin)   3.0810 eV
HOMO-LUMO gap   0.3722 hartree

---

[3]
Formula: C4H3NO2
Source: OMol25
Level of theory: ωB97M-V/def2-TZVPD

```
10
Properties=species:S:1:pos:R:3:forces:R:3:lowdin_charge:R:1
C -2.020210 0.205242 -0.059537 -2.785 0.452 0.467 -0.15
C -0.581811 -0.229151 -0.128406 -1.096 1.653 -0.898 -0.37
C 1.513541 -0.853094 0.126203 -4.274 3.920 -0.676 0.01
C 1.384218 0.599990 0.189030 -0.118 -4.701 -1.452 -0.06
H -2.035975 1.411872 -0.142640 -0.259 -2.534 0.071 0.17
H 2.390011 -1.477090 0.361523 -0.884 0.225 -0.549 0.10
H 2.220512 1.101479 -0.229281 0.339 1.624 0.564 0.10
N 0.103487 -1.290075 -0.226074 2.990 -0.560 2.277 0.15
O -3.032251 -0.449819 0.179373 2.708 1.289 -0.766 0.06
O 0.058477 0.980642 -0.070195 3.379 -1.368 0.963 -0.01
```
Positions in Å, forces in eV/Å.

Summary:
Largest force on an atom   5.8 eV/Å
Molar mass   97.073 g/mol
Total energy   -359.358654 Ha
Energy relative to the best compared isomer or geometry (same formula, charge and spin)   3.0396 eV
HOMO-LUMO gap   0.3511 hartree

---

[4]
Formula: C4H3NO2
Source: OMol25
Level of theory: ωB97M-V/def2-TZVPD

```
10
Properties=species:S:1:pos:R:3:forces:R:3:lowdin_charge:R:1
C 0.088521 2.062481 -0.365593 -0.646 -1.303 -0.873 0.15
C -0.022813 0.732905 -0.321747 0.280 0.924 0.392 -0.25
C -0.749889 -1.270850 -0.717721 -0.565 0.105 -0.289 -0.14
C 0.485102 -0.252945 0.714272 -0.228 0.217 0.187 -0.40
H 0.717853 2.516496 0.360036 0.257 0.516 0.400 0.07
H -0.452000 2.613845 -1.148511 0.478 -0.106 0.534 0.09
H -1.361553 -1.987312 -1.292477 0.527 0.443 0.371 0.15
N -0.097845 -1.504332 0.350688 0.046 0.025 -0.421 0.16
O -0.786397 0.013840 -1.215332 0.049 -0.868 0.300 0.04
O 1.158284 -0.044121 1.686690 -0.199 0.047 -0.601 0.12
```
Positions in Å, forces in eV/Å.

Summary:
Largest force on an atom   1.7 eV/Å
Molar mass   97.073 g/mol
Total energy   -359.429570 Ha
Energy relative to the best compared isomer or geometry (same formula, charge and spin)   1.1098 eV
HOMO-LUMO gap   0.3538 hartree

---

[5]
Formula: C4H3NO3
Source: OMol25
Level of theory: ωB97M-V/def2-TZVPD

```
11
Properties=species:S:1:pos:R:3:forces:R:3:lowdin_charge:R:1
C -0.835462 0.196939 0.040652 2.258 0.795 0.359 -0.31
C 0.431754 0.786020 -0.031759 -1.949 0.637 0.039 -0.03
C 1.633649 0.122554 0.006331 2.367 -3.172 -2.672 -0.11
C -0.957142 -1.200616 0.108945 -0.148 -2.545 -2.279 -0.32
H -1.641521 1.744418 0.639171 -2.359 -3.348 -3.071 0.25
H 0.612953 1.800766 -0.290031 -0.969 1.201 0.116 0.11
H 2.730507 0.642292 -0.466427 -3.595 -1.968 2.009 0.20
N 1.497824 -1.232560 -0.017745 5.692 3.842 0.251 0.01
O -1.984791 0.854737 -0.000906 0.986 5.302 3.231 0.06
O 0.383260 -1.748519 0.197180 -4.376 -2.558 0.412 0.02
O -1.871032 -1.966027 -0.185408 2.092 1.815 1.605 0.13
```
Positions in Å, forces in eV/Å.

Summary:
Largest force on an atom   6.9 eV/Å
Molar mass   113.072 g/mol
Total energy   -434.532132 Ha
Energy relative to the best compared isomer or geometry (same formula, charge and spin)   5.3118 eV
HOMO-LUMO gap   0.3119 hartree

---

[6]
Formula: C4H3NO3
Source: OMol25
Level of theory: ωB97M-V/def2-TZVPD

```
11
Properties=species:S:1:pos:R:3:forces:R:3:lowdin_charge:R:1
C -0.003617 0.013473 -0.278830 1.805 1.237 2.082 -0.54
C -0.040993 0.840780 1.143795 2.507 -4.955 5.545 -0.05
C 0.717602 -1.398370 -0.277913 2.724 3.577 -2.694 -0.08
C -1.372583 -0.126726 -0.120863 -14.530 5.162 2.839 -0.13
H 0.708784 0.458016 -2.091741 -0.577 1.467 3.247 0.20
H -0.544453 2.520432 1.204226 1.207 -4.238 -0.157 0.30
H 0.811908 -2.170379 0.437709 -0.982 -0.728 1.253 0.13
N -2.543797 0.370347 0.264647 10.321 -5.014 -3.665 0.18
O 0.497542 0.942112 -1.158666 0.306 -2.105 -3.855 -0.01
O 0.280606 -0.061819 2.097628 -2.245 6.964 -4.974 -0.07
O 1.489001 -1.387867 -1.219992 -0.536 -1.365 0.378 0.07
```
Positions in Å, forces in eV/Å.

Summary:
Largest force on an atom   15.7 eV/Å
Molar mass   113.072 g/mol
Total energy   -434.399544 Ha
Energy relative to the best compared isomer or geometry (same formula, charge and spin)   8.9197 eV
HOMO-LUMO gap   0.3333 hartree

---

[7]
Formula: C4H3NO3
Source: OMol25
Level of theory: ωB97M-V/def2-TZVPD

```
11
Properties=species:S:1:pos:R:3:forces:R:3:lowdin_charge:R:1
C -0.686939 -1.112019 -0.644878 -0.737 2.368 0.798 -0.13
C 0.534012 -0.432045 -0.009361 -2.275 0.098 0.883 -0.29
C 0.284286 1.087829 0.503462 -3.416 -0.829 -3.775 -0.32
C 1.472486 1.582657 0.885224 14.309 1.625 3.294 -0.08
H -2.000218 0.191604 -0.241538 0.270 -0.678 -3.818 0.14
H -0.322320 -1.866279 -1.293669 -0.193 -0.707 -0.828 0.12
H -1.011287 -1.513750 0.336270 -0.484 -0.603 -0.719 0.14
N 2.727277 1.602353 1.050608 -9.878 0.207 -1.178 0.24
O -1.736150 -0.215145 -1.189607 0.905 -0.771 4.274 -0.10
O 1.410396 -1.095948 0.433443 1.069 0.139 -0.207 0.14
O -0.671542 1.770743 0.170045 0.430 -0.850 1.277 0.13
```
Positions in Å, forces in eV/Å.

Summary:
Largest force on an atom   14.8 eV/Å
Molar mass   113.072 g/mol
Total energy   -434.560688 Ha
Energy relative to the best compared isomer or geometry (same formula, charge and spin)   4.5347 eV
HOMO-LUMO gap   0.2938 hartree

---

[8]
Formula: C4H3NOS
Source: OMol25
Level of theory: ωB97M-V/def2-TZVPD

```
10
Properties=species:S:1:pos:R:3:forces:R:3:lowdin_charge:R:1
C 0.248082 -0.443090 0.891689 -0.644 3.612 -1.546 -0.16
C 0.085524 -0.493781 -0.554814 -0.913 3.771 0.134 -0.17
C -0.151594 1.849386 1.015632 0.211 1.167 -1.254 -0.89
C -0.009880 -1.432830 -1.454630 -1.308 3.594 -2.309 0.04
N 0.122538 0.607179 1.600219 0.157 -1.004 0.770 0.10
O -0.161194 2.894804 1.608946 -0.079 -0.606 0.552 0.01
S -0.381917 1.903782 -0.742576 0.562 -3.907 0.006 0.83
H 0.439971 -1.315059 1.359542 0.708 -3.031 1.663 0.09
H -0.376497 -1.173120 -2.489810 0.678 -0.411 1.225 0.11
H 0.184968 -2.397272 -1.234196 0.629 -3.185 0.759 0.04
```
Positions in Å, forces in eV/Å.

Summary:
Largest force on an atom   4.5 eV/Å
Molar mass   113.141 g/mol
Total energy   -682.291459 Ha
Energy relative to the best compared isomer or geometry (same formula, charge and spin)   2.1565 eV
HOMO-LUMO gap   0.3183 hartree

---

[9]
Formula: C4H3NOS2
Source: OMol25
Level of theory: ωB97M-V/def2-TZVPD

```
11
Properties=species:S:1:pos:R:3:forces:R:3:lowdin_charge:R:1
C 0.131663 -0.611198 0.929655 -2.519 -0.941 1.752 -1.14
C 0.582238 0.333188 -1.449893 1.531 5.071 -0.578 -0.58
C -0.396012 1.498036 -1.778857 -1.952 4.700 -0.983 -0.11
C -0.999009 2.608096 -2.004698 2.611 -4.857 1.858 0.11
H 0.977653 1.243578 1.699462 -0.851 -2.109 -1.821 0.22
H 1.347950 0.315892 -2.371743 -1.617 -0.689 2.390 0.17
H -1.544909 3.569548 -1.895118 0.655 -1.381 -0.483 0.05
N 0.668504 0.577456 0.898344 1.846 2.623 1.819 -0.09
O 1.399003 0.823029 -0.246721 0.266 0.399 -2.233 -0.16
S -0.587844 -1.406570 2.247454 1.084 0.757 -1.506 0.53
S -0.197501 -1.013691 -0.742734 -1.054 -3.572 -0.216 0.99
```
Positions in Å, forces in eV/Å.

Summary:
Largest force on an atom   5.8 eV/Å
Molar mass   145.208 g/mol
Total energy   -1080.391284 Ha
Energy relative to the best compared isomer or geometry (same formula, charge and spin)   5.3871 eV
HOMO-LUMO gap   0.3234 hartree

---

[10]
Formula: C4H3NS
Source: OMol25
Level of theory: ωB97M-V/def2-TZVPD

```
9
Properties=species:S:1:pos:R:3:forces:R:3:lowdin_charge:R:1
C -0.918250 0.934327 0.078941 -4.386 0.966 0.144 -0.11
C -2.208052 1.197866 0.123871 2.556 -1.179 -0.225 -0.29
C -0.099034 -0.171177 -0.049078 0.799 0.912 -0.126 -0.52
C 1.366484 -0.088409 -0.018965 -1.005 3.684 -0.704 -0.01
N -0.905294 -1.174549 -0.139562 -0.119 -1.038 -0.239 -0.22
S -2.494421 -0.553969 -0.074622 0.414 1.196 0.238 0.92
H 1.800282 0.797176 -0.587444 -0.794 -1.147 0.631 0.13
H 1.794176 -0.928577 -0.302784 1.942 -4.009 -1.918 0.03
H 1.664109 -0.012687 0.969642 0.593 0.614 2.199 0.07
```
Positions in Å, forces in eV/Å.

Summary:
Largest force on an atom   4.8 eV/Å
Molar mass   97.142 g/mol
Total energy   -606.981414 Ha
Energy relative to the best compared isomer or geometry (same formula, charge and spin)   3.4444 eV
HOMO-LUMO gap   0.3133 hartree

---

[11]
Formula: C4H3NS
Source: OMol25
Level of theory: ωB97M-V/def2-TZVPD

```
9
Properties=species:S:1:pos:R:3:forces:R:3:lowdin_charge:R:1
C 0.468448 -0.789922 0.482902 -0.107 1.366 -1.305 -0.77
C -0.943926 -0.279314 0.490394 -0.423 -0.988 1.846 -0.11
C -0.956058 0.731176 -0.364514 -0.004 1.031 -0.871 -0.14
C 1.107108 0.096681 -0.635302 -0.180 0.532 0.124 -0.17
H -1.799027 -0.529915 1.206306 1.644 0.132 -1.212 0.13
H -1.725659 1.469038 -0.554907 -0.201 -0.335 0.090 0.11
H 2.202467 0.081596 -0.911221 -1.461 -0.213 0.270 0.12
N 0.268938 0.966019 -1.093718 0.958 -1.145 0.697 0.05
S 1.377709 -1.745359 1.380059 -0.226 -0.380 0.362 0.78
```
Positions in Å, forces in eV/Å.

Summary:
Largest force on an atom   2.1 eV/Å
Molar mass   97.142 g/mol
Total energy   -607.091703 Ha
Energy relative to the best compared isomer or geometry (same formula, charge and spin)   0.4432 eV
HOMO-LUMO gap   0.2746 hartree

---

[12]
Formula: C4H3NiO
Source: OMol25
Level of theory: ωB97M-V/def2-TZVPD

```
9
Properties=species:S:1:pos:R:3:forces:R:3:lowdin_charge:R:1
C 1.504416 -0.344979 1.462527 0.210 0.000 0.577 0.14
C 0.657229 0.051357 0.528492 -1.791 0.987 -1.503 -0.04
C -0.166426 0.530793 -0.330742 2.035 -1.212 3.350 0.03
C -1.162240 0.907889 -1.153082 -0.527 -1.755 -7.493 -0.16
H 2.300735 0.322809 1.796489 -0.070 -0.230 -0.222 0.11
H 1.366869 -1.290369 1.989040 0.114 0.215 -0.195 0.10
H -1.010860 1.273621 -2.255562 0.514 2.458 2.538 0.20
O -1.932831 -0.048674 -1.662666 -0.477 -0.184 2.841 -0.07
Ni -1.556891 -1.402448 -0.374495 -0.008 -0.279 0.106 0.70
```
Positions in Å, forces in eV/Å.

Summary:
Multiplicity   3
⟨S²⟩   2.06
Largest force on an atom   7.7 eV/Å
Molar mass   125.760 g/mol
Total energy   -1737.261248 Ha
Energy relative to the best compared isomer or geometry (same formula, charge and spin)   0.0000 eV
HOMO-LUMO gap (spin up / spin down)   0.3240 / 0.2518 hartree
Net charge   +1